# 1
ORCA calculation (ωB97M-V/def2-TZVPD) on a structure of composition C16H25N8O2PSZr.

Structure (XYZ):
```
54
C16H25N8O2PSZr | OMol25 | ωB97M-V/def2-TZVPD
Zr 0.79197 -0.40167 -0.36674
C 3.40946 -3.50265 -2.22081
C 2.18395 -2.83426 -1.73840
N 2.10923 -2.20553 -0.65100
N 3.15533 -2.34669 0.23702
C 2.96172 -1.79157 1.38308
N 3.90281 -1.80031 2.33835
S 1.49687 -0.79328 1.89236
C 0.92595 -2.78069 -2.50160
C 0.76395 -3.53652 -3.61097
C -0.45071 -3.59565 -4.28043
C -1.46562 -2.81992 -3.76221
C -1.23665 -2.02397 -2.65275
N -0.05296 -1.94582 -2.02316
H 4.30743 -2.97479 -1.85929
H 3.53721 -4.48239 -1.68250
H 3.53632 -3.66631 -3.27581
H 4.82147 -2.15433 2.15501
H 3.77223 -1.42163 3.30045
H 1.59590 -4.16548 -3.96610
H -0.69049 -4.23103 -5.11849
H -2.48757 -2.85584 -4.20567
H -2.03003 -1.36826 -2.26353
N -0.29975 1.08227 -2.19848
C 0.74699 2.09178 -2.60808
C 1.65228 1.54809 -1.56052
O 2.19151 0.34986 -1.76675
O 1.46779 1.86354 -0.35355
H -0.61774 0.66446 -3.04357
H -1.00657 1.67352 -1.76956
H 0.38448 3.11635 -2.46256
H 1.11862 1.89891 -3.56586
C -1.78496 3.70064 2.42838
N -0.83731 2.90805 3.27117
C -1.66884 2.04309 4.12830
N -2.64379 1.22743 3.40977
C -3.53195 2.08840 2.62247
N -2.77708 2.91694 1.64353
C -2.08617 2.18278 0.57841
P -0.91248 0.96430 1.32653
C 0.08719 2.10607 2.44587
C -2.04483 0.20565 2.60643
H -1.14955 4.36893 1.85936
H -2.38259 4.34893 3.11707
H -2.24302 2.71431 4.79620
H -0.92041 1.40919 4.61069
H -4.10333 2.74768 3.29607
H -4.29903 1.54144 2.02917
H -1.54544 2.91961 -0.09161
H -2.86360 1.67522 -0.01519
H 0.76350 2.71175 1.79449
H 0.76722 1.51430 3.05225
H -1.48973 -0.55835 3.18336
H -2.82917 -0.32653 2.10944
```

## Properties
* lowest unoccupied orbital energy: -7.26 eV
* HOMO: -13.80 eV
* E_tot: -54405.696 eV
* total charge: +2

***

# 2
ORCA calculation (ωB97M-V/def2-TZVPD) on the molecule C5H6F2N2O3.

Structure (XYZ):
```
18
C5H6F2N2O3 | OMol25 | ωB97M-V/def2-TZVPD
C -1.04247 1.82960 -1.36325
C -0.53284 -0.43044 -2.07639
C -1.60462 1.12867 -0.13048
C -0.84520 -0.08165 0.35579
C 0.49507 0.33128 0.96587
N -0.60670 0.98486 -2.25462
N -0.77408 -0.90313 -0.83062
O -0.87681 3.02822 -1.46833
O -0.10912 -1.14779 -2.94121
O -1.60992 -0.71945 1.24342
F -2.82498 0.74057 -0.49743
F -1.87760 2.04567 0.85996
H 0.55209 -0.30339 1.86532
H 0.44531 1.42233 1.30747
H 1.31917 0.07683 0.35658
H -0.26986 1.44867 -3.11409
H -0.49225 -1.85469 -0.63851
H -2.41574 -0.25834 1.31184
```

## Properties
* lowest unoccupied orbital energy: 0.58 eV
* SMILES: C[C@]1(O)NC(=O)NC(=O)C1(F)F
* HOMO: -10.63 eV
* E_tot: -19840.438 eV

***

# 3
ORCA calculation (ωB97M-V/def2-TZVPD) on the molecule C2H2N4O2.

Structure (XYZ):
```
10
C2H2N4O2 | OMol25 | ωB97M-V/def2-TZVPD
C 0.08269 -1.17992 -0.07949
C -0.15036 1.51824 0.32716
H -0.90468 -2.75054 -0.07993
H 1.27148 1.47328 -1.13520
N -0.08413 -2.35789 -0.47172
N -0.74758 -0.64091 0.99445
N -0.85704 0.58112 1.18848
N 0.47006 0.98904 -0.77001
O -0.10531 2.68942 0.57466
O 1.02486 -0.32184 -0.54841
```

## Properties
* lowest unoccupied orbital energy: -1.60 eV
* SMILES: [H]/N=c1\nnc(=O)[nH]o1
* HOMO: -10.11 eV
* E_tot: -12157.858 eV

***

# 4
ORCA calculation (ωB97M-V/def2-TZVPD) on a structure of composition C15H24F3N3NbO7P.

Structure (XYZ):
```
54
C15H24F3N3NbO7P | OMol25 | ωB97M-V/def2-TZVPD
C 3.76259 3.60335 -2.29774
C 3.19638 2.11960 -2.01247
O 3.68248 1.50572 -0.80220
C 2.88842 1.79194 0.33890
O 3.19070 1.16289 1.39076
C 1.70378 2.84994 0.44849
C 0.21096 2.27587 0.30675
C 0.02976 0.95336 -0.55947
Nb -0.82094 -0.87241 0.54238
N -2.25884 -1.19136 -1.06852
C -2.47682 0.40415 1.54587
C -3.62892 0.86234 0.54168
O -3.17693 1.66057 -0.57682
C -4.71842 1.81414 1.30350
F -4.19707 3.15587 1.31401
F -5.06552 1.36215 2.59395
F -5.91285 1.83942 0.48644
C 0.48237 -0.60552 2.35724
O 1.10252 -1.66352 2.79879
O 0.67540 0.54994 3.09742
C 0.77057 -2.10031 -0.62389
C 2.21576 -1.95384 -0.18362
C 3.32553 -2.73187 -0.92313
C 2.74344 -3.53742 -2.10447
C 1.25192 -3.51254 -2.36365
N 0.18461 -2.85873 -1.68754
P -1.84729 -2.90165 1.68607
N -1.33559 -4.34505 1.24461
O -1.65838 -2.77655 3.40514
O -3.56664 -2.85834 1.37343
H 4.42721 3.96785 -1.44604
H 2.84615 4.30048 -2.40297
H 4.31088 3.62523 -3.31080
H 3.56691 1.45396 -2.88162
H 2.06475 2.16453 -2.12350
H 1.78160 3.30963 1.50466
H 1.94618 3.72109 -0.26851
H -0.39231 3.11393 -0.22267
H -0.24407 2.24047 1.36198
H -0.75231 1.18172 -1.38588
H 0.96408 0.62878 -1.15945
H -2.43563 -2.21080 -1.04690
H -1.86814 -0.88491 -1.96822
H -2.99379 -0.29559 2.31102
H -2.05041 1.26417 2.17088
H -4.25458 -0.03707 0.18119
H -3.50811 1.26339 -1.41392
H 2.54068 -1.28978 0.67998
H 4.42027 -2.69634 -0.61928
H 3.43933 -4.15308 -2.76574
H 0.90821 -4.12803 -3.28063
H -0.60077 -4.17259 0.54515
H -0.92322 -3.36156 3.69239
H -3.94586 -3.00758 2.27694
```

## Properties
* lowest unoccupied orbital energy: 4.47 eV
* HOMO: -1.18 eV
* E_tot: -53730.881 eV
* total charge: -2

***

# 5
ORCA calculation (ωB97M-V/def2-TZVPD) on a cluster of 2 separate species, C8H12F6NO6PSi in total.

Structure (XYZ):
```
35
C8H12F6NO6PSi | OMol25 | ωB97M-V/def2-TZVPD
O 1.76705 -0.31789 2.12227
C 1.00519 -0.50022 1.21549
O 0.33147 -1.66683 1.01240
C 0.69120 0.60249 0.16520
F -0.01780 1.54911 0.80096
F -0.10077 0.07813 -0.78284
C 1.95434 1.20598 -0.52912
F 3.08645 0.75540 0.05331
F 1.95314 0.74984 -1.79890
C 2.03879 2.75758 -0.58800
F 0.84093 3.29087 -0.88871
F 2.87119 3.02224 -1.61506
C 2.66472 3.45666 0.68455
O 3.60897 4.19292 0.48370
Si 2.03493 3.26013 2.50217
P -0.10532 3.90412 2.91533
O -0.79431 4.12403 1.44862
O -0.81186 2.45870 3.34768
H -0.49298 -1.61869 1.50597
H 2.29877 1.86520 2.91613
H 2.86990 4.12894 3.34953
H -1.50251 3.49597 1.28962
H -0.54953 2.25529 4.24627
C -1.47384 -4.02804 -0.68120
C -2.84657 -4.09497 -1.30656
O -3.79433 -4.60761 -0.73581
N -2.99300 -3.55158 -2.54466
C -1.98886 -2.90078 -3.36665
H -1.51524 -4.49663 0.29714
H -0.74496 -4.56006 -1.29301
H -1.15805 -2.99176 -0.56302
H -3.92965 -3.62765 -2.90676
H -2.28948 -1.87370 -3.58042
H -1.87891 -3.43297 -4.31303
H -1.02909 -2.88421 -2.86258
```

## Properties
* lowest unoccupied orbital energy: -0.28 eV
* SMILES: O=C(O)C(F)(F)C(F)(F)C(F)(F)C(=O)[SiH2]P(O)O.CNC(C)=O
* HOMO: -8.57 eV
* E_tot: -55736.256 eV

***

no.,HOMO-LUMO gap (eV)
1,6.5385
2,11.2057
3,8.5156
4,5.6505
5,8.2903